# 1
27
Properties=species:S:1:pos:R:3:forces:R:3:nbo_charge:R:1 method="wB97M-V/def2-TZVPD" gap_ha="0.258 / 0.236" homo_energy_ev="-11.238 / -14.079" lumo_ha="-0.155 / -0.281" spin_multiplicity=3 s2=2.0494 charge=+1
C 3.5760 0.4220 2.0086 -1.291 1.554 -0.373 -0.163
C 3.6289 1.6273 1.2264 1.102 -1.110 0.166 -0.098
C 2.4991 -0.4118 1.9478 0.873 -2.392 0.837 -0.177
C 2.5921 1.8809 0.3492 -4.036 -0.713 -2.634 0.098
C 1.5342 -0.1735 0.9236 -1.841 -0.180 -0.594 0.547
C -2.5063 -0.3942 0.4683 -2.591 0.058 3.586 -0.450
C -2.6223 -0.0323 -1.8947 -2.380 0.176 -1.860 -0.462
C -1.4624 -1.8996 -0.9422 3.413 1.658 0.383 -0.435
N 1.5540 0.9888 0.2004 4.536 2.313 1.279 -0.449
N -1.8427 -0.4799 -0.7650 0.593 -1.620 -1.175 -0.421
O -0.8519 1.7935 -0.1498 -0.334 1.489 -0.061 -0.921
O 0.2313 0.5811 -2.0624 0.662 0.293 -2.214 -0.902
O 0.5282 -0.8477 0.5634 2.546 -2.069 3.009 -0.457
S -0.1887 0.6731 -0.7256 -2.462 0.605 0.029 2.104
H 4.2264 0.2063 2.8020 1.453 0.041 0.544 0.253
H 4.5246 2.2452 1.1248 -0.312 -0.126 0.582 0.264
H 2.5583 -1.3735 2.6012 -0.716 1.870 -1.404 0.280
H 2.4289 2.7251 -0.3990 0.932 -0.819 1.452 0.267
H -1.9195 -0.7915 1.3695 -0.191 0.833 -1.535 0.232
H -2.7747 0.7056 0.6506 -0.120 -1.895 -0.039 0.255
H -3.3867 -1.1756 0.4815 1.072 1.985 -0.199 0.225
H -2.0869 0.4556 -2.6866 1.200 -0.395 -0.295 0.250
H -3.1931 -0.8741 -2.3733 0.542 0.665 0.637 0.224
H -3.3447 0.7753 -1.7312 -0.014 -0.397 1.088 0.243
H -0.6748 -1.8974 -1.6553 0.312 -0.131 -1.542 0.225
H -0.8264 -2.1682 -0.1095 -1.035 -0.581 0.599 0.242
H -2.2011 -2.5607 -1.2228 -1.911 -1.112 -0.267 0.224


# 2
54
Properties=species:S:1:pos:R:3:forces:R:3:nbo_charge:R:1 method="wB97M-V/def2-TZVPD" gap_ha=0.176 homo_energy_ev=-16.535 lumo_ha=-0.432 charge=+3
Tc 0.1900 0.2146 1.8947 0.485 0.073 -0.231 0.310
S 0.4820 5.1238 3.3873 0.002 -0.040 -0.029 -0.246
Sb 2.0923 3.8026 3.8752 0.092 0.225 0.247 1.396
S -1.1793 0.8468 3.2130 -0.319 0.146 0.384 0.357
S 1.5613 1.6797 1.4664 -0.086 -0.183 -0.168 0.224
S 3.7174 2.6360 4.6212 -0.020 -0.027 -0.057 -0.193
O 3.6884 -0.1374 2.2861 -0.002 -0.048 0.047 -0.894
S 3.1338 -1.2793 2.9539 -0.093 0.023 0.015 2.288
O 3.3233 -1.4855 4.3399 -0.011 0.004 -0.011 -0.823
N 1.4230 -1.1991 2.6085 -0.077 -0.099 -0.226 -0.769
C 1.1321 -2.0184 1.5846 -0.177 0.123 -0.079 0.650
O 0.0469 -1.6413 0.9872 0.237 -0.079 0.035 -0.572
C 2.1168 -3.0128 1.2550 0.057 -0.018 0.138 -0.132
C 2.0265 -4.1249 0.4307 0.019 0.006 -0.035 -0.128
C 3.1293 -4.9679 0.3663 0.010 -0.002 0.003 -0.165
C 4.2790 -4.7041 1.1053 -0.010 -0.011 -0.013 -0.102
C 4.3794 -3.5854 1.9390 0.008 0.021 -0.015 -0.150
C 3.2853 -2.7590 1.9900 -0.004 -0.023 0.011 -0.285
H 1.1199 -4.3441 -0.1176 0.000 0.000 0.008 0.254
H 3.0899 -5.8519 -0.2549 0.003 -0.002 -0.002 0.263
H 5.1180 -5.3845 1.0405 -0.002 0.001 -0.002 0.264
H 5.2772 -3.3916 2.5111 -0.015 -0.004 -0.006 0.270
C -5.0509 -1.8937 -0.4805 0.026 0.004 -0.014 -0.129
C -4.0797 -1.9833 -1.4697 -0.042 -0.021 0.017 -0.179
C -2.9103 -1.2462 -1.3660 -0.026 -0.044 -0.023 -0.211
C -2.7458 -0.4168 -0.2593 0.045 0.002 0.087 -0.306
C -3.7086 -0.3231 0.7435 -0.036 -0.016 -0.008 -0.233
C -4.8693 -1.0652 0.6240 0.007 -0.010 -0.009 -0.167
As -1.2244 0.7016 -0.2311 -0.134 -0.057 0.027 1.419
C -0.0575 0.6089 -1.7086 -0.002 -0.156 0.087 -0.426
C 0.6038 -0.4891 -2.2393 -0.055 -0.016 0.038 -0.179
C 1.3963 -0.2944 -3.3596 0.035 -0.004 -0.034 -0.188
C 1.5143 0.9757 -3.9108 -0.020 0.082 0.001 -0.130
C 0.8482 2.0686 -3.3613 0.106 0.008 -0.139 -0.185
C 0.0504 1.8981 -2.2436 -0.036 0.137 0.032 0.043
C -0.7337 2.9632 -1.5607 0.106 -0.055 -0.085 -0.098
C -0.8207 4.2884 -1.9566 -0.005 0.145 -0.030 -0.165
C -1.6281 5.1717 -1.2464 0.038 -0.018 -0.042 -0.142
C -2.3572 4.7527 -0.1386 -0.001 0.042 -0.009 -0.180
C -2.2807 3.4325 0.2783 -0.019 -0.051 0.029 -0.217
C -1.4737 2.5674 -0.4414 -0.072 -0.064 0.101 -0.301
H -5.9599 -2.4736 -0.5681 0.003 0.001 -0.004 0.255
H -4.2333 -2.6239 -2.3273 -0.007 -0.001 0.004 0.254
H -2.1612 -1.3027 -2.1442 0.012 0.006 -0.022 0.236
H -3.5729 0.3224 1.6034 0.001 0.016 -0.001 0.212
H -5.6334 -0.9999 1.3864 -0.001 -0.004 -0.005 0.250
H 0.4938 -1.4747 -1.8049 -0.010 0.003 0.005 0.231
H 1.9154 -1.1296 -3.8096 -0.002 0.006 0.001 0.250
H 2.1306 1.1191 -4.7883 -0.004 0.008 0.000 0.254
H 0.9526 3.0424 -3.8213 0.004 -0.016 -0.007 0.242
H -0.2820 4.6401 -2.8268 -0.012 0.003 0.010 0.243
H -1.7000 6.2011 -1.5717 0.004 -0.004 -0.007 0.254
H -2.9962 5.4506 0.3856 0.002 -0.003 -0.005 0.249
H -2.8586 3.0954 1.1309 -0.004 -0.009 -0.012 0.229


# 3
10
Properties=species:S:1:pos:R:3:forces:R:3:nbo_charge:R:1 method="wB97M-V/def2-TZVPD" gap_ha=0.333 smiles="NNc1cc1=O" homo_energy_ev=-8.554 lumo_ha=0.019
C 1.4019 -1.2361 -0.0046 1.411 -1.604 0.309 -0.274
C 0.4155 -0.3527 -0.0888 -3.209 1.175 -1.481 0.051
C 1.7817 0.1586 -0.0403 -0.864 -0.481 0.459 0.508
N -1.7807 0.9914 0.0193 -1.678 2.596 2.595 -0.633
N -1.2615 -0.0860 -0.5934 5.404 -1.678 0.616 -0.392
O 2.5912 1.0437 0.0125 -0.254 -0.345 -0.171 -0.564
H 1.7341 -2.3229 0.0608 -0.654 1.630 -0.257 0.237
H -1.1082 1.7578 0.0014 -0.302 -0.219 -0.720 0.364
H -2.1190 1.0444 1.0433 0.855 -1.329 -1.793 0.333
H -1.6551 -0.9983 -0.4102 -0.710 0.255 0.443 0.369


# 4
113
Properties=species:S:1:pos:R:3:forces:R:3:lowdin_charge:R:1 method="wB97M-V/def2-TZVPD" gap_ha=0.342 smiles="C[C@H]1COC(=O)O1.O=S1(=O)CCCC1.O=S1(=O)CCCC1.O=S1(=O)CCCC1.O=S1(=O)CCCC1.O=S1(=O)CCCC1.O=S1(=O)CCCC1.CC(C)=O" homo_energy_ev=-9.533 lumo_ha=-0.008
C -7.1261 -3.2314 -0.1736 0.604 -0.972 1.064 -0.030
C -5.9937 -2.2506 -0.4521 -2.090 0.869 0.278 -0.322
C -5.9612 -1.1087 0.6145 -0.536 -0.790 -0.879 -0.080
O -4.5993 -1.0648 0.9583 0.787 0.967 0.859 0.057
C -3.9031 -2.0902 0.4587 -1.029 -0.313 -0.441 -0.541
O -2.7678 -2.3405 0.6907 0.197 0.032 0.005 0.161
O -4.7160 -2.8103 -0.3563 0.909 -0.691 -0.120 0.098
H -7.1096 -4.1199 -0.8050 -0.036 0.308 -0.400 0.086
H -8.1156 -2.7784 -0.1716 0.101 0.265 -0.375 0.091
H -7.0093 -3.6488 0.8355 0.089 0.173 0.014 0.090
H -6.1976 -1.8566 -1.4510 0.646 0.140 -0.076 0.150
H -6.5668 -1.3699 1.4840 0.142 0.011 0.082 0.132
H -6.3003 -0.1535 0.2191 0.211 0.065 0.027 0.134
C 0.0714 -2.0307 -0.8756 0.895 0.595 0.094 -0.006
C 0.5610 -0.6315 -0.5511 -1.099 0.211 -0.291 -0.444
O 1.4129 -0.0881 -1.2130 0.369 -0.044 0.234 0.074
C -0.2005 0.0600 0.5510 -0.867 0.542 -0.109 0.001
H -0.3561 -2.4582 0.0260 0.082 -0.490 -0.170 0.073
H 0.9629 -2.5086 -1.2801 -0.313 -0.579 0.097 0.053
H -0.6839 -1.9989 -1.6607 -0.115 0.142 0.141 0.085
H -1.1742 -0.4075 0.7021 0.228 -0.417 0.153 0.059
H -0.4737 1.0831 0.2807 0.651 0.105 -0.023 0.070
H 0.3208 0.1087 1.5064 0.015 -0.268 -0.102 0.071
C 3.6701 0.3207 1.8333 -0.360 0.328 0.907 -0.208
C 3.4455 -0.6238 3.0300 0.414 -0.379 0.539 -0.216
C 3.3761 0.1830 4.3380 -0.659 0.712 -0.894 -0.189
S 2.8460 1.8754 3.8453 0.585 -0.545 0.443 0.696
O 3.9330 2.7747 4.1642 -0.244 -0.195 -0.571 -0.314
O 1.5362 2.1724 4.3695 0.126 -0.067 -0.104 -0.325
C 2.7402 1.4942 2.0797 -0.206 0.459 0.036 -0.215
H 3.4062 -0.1770 0.9056 0.391 0.108 -0.195 0.089
H 4.6879 0.7071 1.8576 0.153 -0.397 -0.378 0.124
H 4.2619 -1.3417 3.1363 0.032 0.015 -0.255 0.101
H 2.5402 -1.2301 2.9415 -0.138 0.219 -0.274 0.103
H 4.3497 0.2971 4.8021 -0.111 -0.037 0.291 0.101
H 2.5710 -0.1546 4.9840 0.344 -0.150 0.376 0.096
H 2.9802 2.4190 1.5550 -0.008 -0.092 -0.104 0.102
H 1.7116 1.2055 1.8651 0.077 0.390 0.203 0.065
C -3.0909 0.0047 4.4177 -0.212 0.115 0.685 -0.211
C -2.0899 0.3308 3.2935 -0.526 -0.673 0.644 -0.233
C -1.1584 1.3917 3.8290 -0.289 0.447 0.164 -0.226
S -2.1792 2.4121 4.9641 0.711 0.284 -0.369 0.699
O -2.4879 3.6936 4.3539 -0.023 -0.490 0.272 -0.330
O -1.5757 2.3712 6.2787 -0.501 -0.079 -0.377 -0.316
C -3.6501 1.3548 4.8834 0.421 0.035 -0.704 -0.216
H -2.6476 -0.4419 5.3130 0.382 -0.212 -0.304 0.119
H -3.8783 -0.6744 4.0906 -0.046 0.093 -0.096 0.107
H -2.7090 0.6446 2.4498 0.323 0.195 -0.190 0.099
H -1.5249 -0.5507 2.9974 -0.119 -0.076 -0.082 0.105
H -0.7003 2.0152 3.0610 -0.112 0.218 0.183 0.072
H -0.3703 0.9835 4.4601 -0.147 -0.018 -0.059 0.085
H -4.2390 1.8007 4.0798 -0.231 0.072 0.211 0.092
H -4.1661 1.3632 5.8373 -0.009 0.020 0.028 0.105
C -1.1506 -2.9343 -6.1447 0.315 -0.029 0.114 -0.202
C -0.1302 -3.6630 -5.2409 0.721 0.394 -0.500 -0.212
C 0.4995 -2.5654 -4.3769 -0.608 0.423 -0.246 -0.234
S 0.9956 -1.3602 -5.6137 0.079 0.170 -0.116 0.694
O 2.1687 -1.9123 -6.2636 -0.413 0.438 0.089 -0.319
O 0.9906 0.0092 -5.1174 0.117 -1.179 -0.336 -0.322
C -0.4959 -1.6344 -6.6274 0.208 1.157 0.334 -0.212
H -2.0225 -2.6314 -5.5661 -0.200 -0.356 -0.084 0.111
H -1.4227 -3.5617 -6.9895 -0.266 -0.019 0.091 0.112
H 0.6393 -4.0337 -5.9240 0.137 -0.183 0.224 0.112
H -0.4811 -4.5172 -4.6689 -0.399 0.148 0.039 0.114
H 1.3442 -2.8150 -3.7429 0.061 -0.094 -0.093 0.101
H -0.2810 -2.0464 -3.8143 0.126 -0.126 0.246 0.089
H -0.2523 -1.4805 -7.6773 0.242 -0.640 -0.028 0.107
H -1.0987 -0.7566 -6.3862 -0.101 -0.130 0.119 0.096
C 2.8994 -3.6729 0.4087 0.113 -0.310 -0.098 -0.221
C 3.9098 -4.7888 0.7789 -0.909 0.256 0.598 -0.206
C 5.2076 -4.0426 1.0900 -0.249 -0.129 0.616 -0.222
S 5.3875 -2.7571 -0.1471 -0.416 -0.151 -0.316 0.689
O 6.2178 -3.2936 -1.2072 -0.366 0.569 0.363 -0.319
O 5.6676 -1.4725 0.4569 0.190 -0.526 -0.136 -0.322
C 3.6267 -2.8335 -0.6301 0.795 -0.951 -1.545 -0.226
H 2.6029 -3.1836 1.3383 0.036 0.431 -0.197 0.106
H 2.0082 -4.1035 -0.0457 -0.068 0.016 0.128 0.104
H 3.9073 -5.5882 0.0393 0.596 0.293 -0.340 0.119
H 3.5210 -5.2697 1.6796 0.278 -0.019 0.109 0.114
H 6.1043 -4.6440 1.2078 0.090 0.046 -0.361 0.110
H 5.0450 -3.5046 2.0274 0.073 0.009 0.007 0.094
H 3.7240 -3.5057 -1.4973 0.032 -0.160 0.133 0.104
H 3.2471 -1.9592 -1.1612 -0.079 0.577 1.062 0.090
C -3.3441 3.5166 1.2264 0.557 -0.958 1.715 -0.262
C -3.4359 3.0001 -0.2184 0.055 -0.133 1.438 -0.192
C -2.0497 3.1827 -0.8219 0.129 1.719 -0.368 -0.201
S -1.1358 4.3434 0.2855 -0.887 0.360 0.905 0.705
O -0.6226 5.4892 -0.4316 0.147 -0.609 0.036 -0.317
O -0.2812 3.5922 1.1980 -0.034 0.092 -0.708 -0.340
C -2.6127 4.8381 1.2570 0.259 0.194 -1.816 -0.194
H -2.6820 2.8160 1.7567 0.049 0.028 -0.069 0.074
H -4.2330 3.4192 1.8521 -0.374 0.555 -0.489 0.118
H -4.2115 3.5668 -0.7302 0.091 -0.206 -0.383 0.115
H -3.6950 1.9454 -0.1181 -0.212 0.004 -0.461 0.103
H -2.1444 3.8087 -1.7095 0.349 -0.418 -0.281 0.098
H -1.4145 2.3292 -1.0240 -0.173 -0.100 -0.030 0.071
H -3.1313 5.5677 0.6251 0.071 0.052 0.014 0.106
H -2.2696 5.3614 2.1427 -0.101 -0.635 0.444 0.106
C 3.5135 3.4932 -1.5032 0.097 0.472 -0.006 -0.211
C 3.6435 2.1611 -2.2555 0.156 -0.052 -0.088 -0.203
C 2.6117 2.0743 -3.3807 -1.309 -0.286 0.412 -0.210
S 1.3950 3.4125 -3.0615 1.280 -0.175 0.506 0.694
O 0.0518 2.8868 -3.0042 -0.202 0.044 -0.104 -0.339
O 1.7006 4.5649 -3.8844 -0.257 -0.408 -0.002 -0.322
C 2.0257 3.8123 -1.4016 -0.255 0.057 -0.681 -0.222
H 4.0652 4.2789 -2.0219 -0.212 0.100 -0.070 0.116
H 3.9383 3.4375 -0.5004 0.094 -0.131 -0.034 0.103
H 3.4421 1.3768 -1.5236 0.033 -0.178 -0.240 0.088
H 4.6347 2.0045 -2.6785 0.122 0.087 0.265 0.115
H 2.0243 1.1631 -3.2711 -0.041 0.075 0.013 0.048
H 2.9208 2.0708 -4.4223 0.339 0.502 0.094 0.104
H 1.5296 3.2306 -0.6247 -0.080 -0.206 -0.192 0.078
H 1.7251 4.8532 -1.2938 0.317 0.068 0.215 0.093